Below is 21 unconnected molecules or ions with the total composition C36H118N32O21, with properties calculated with ωB97M-V with the def2-TZVPD basis set.

Geometry (Å):
C (7.032173, -2.582852, 2.262427)
O (7.557950, -1.474796, 2.387285)
N (7.681260, -3.768579, 2.574780)
N (5.715842, -2.735128, 1.926803)
H (7.320785, -4.679204, 2.419241)
H (8.702334, -3.682899, 2.628132)
H (5.378986, -3.677555, 1.739571)
H (5.200843, -1.972121, 1.429562)
C (8.304837, 1.724369, -4.752532)
O (7.928090, 2.132599, -3.604972)
N (7.471508, 2.031115, -5.787949)
N (9.472483, 1.029221, -5.005444)
H (7.623527, 1.648044, -6.693423)
H (6.645339, 2.494203, -5.621612)
H (9.798738, 0.497851, -4.167327)
H (9.340717, 0.309334, -5.774198)
C (-1.961453, -2.234326, -6.758483)
O (-1.857645, -1.396653, -7.666526)
N (-2.740506, -3.362278, -6.874954)
N (-1.169434, -2.205652, -5.678651)
H (-3.510011, -3.130983, -7.587870)
H (-3.098522, -3.622769, -5.954586)
H (-1.726127, -2.305212, -4.829731)
H (-0.548197, -1.405396, -5.697393)
C (2.470209, 1.083547, -4.871070)
O (2.012488, 0.023893, -5.265146)
N (3.081939, 1.942330, -5.759124)
N (2.261008, 1.452935, -3.599783)
H (3.519501, 1.397551, -6.567847)
H (3.809267, 2.590151, -5.347146)
H (1.556551, 0.874199, -3.248861)
H (2.524892, 2.389086, -3.261048)
C (3.457655, -4.762193, 0.367969)
O (4.227229, -5.119470, 1.275799)
N (3.570400, -3.540822, -0.411862)
N (2.403264, -5.606023, 0.093479)
H (4.392803, -2.928683, -0.242304)
H (2.851053, -3.326244, -1.069867)
H (2.451532, -6.468843, 0.529274)
H (1.896817, -5.492074, -0.777787)
C (-2.732845, -2.422845, -2.637091)
O (-3.151021, -2.459222, -3.860666)
N (-3.070122, -3.416699, -1.807894)
N (-1.881394, -1.484671, -2.082265)
H (-2.821412, -3.311387, -0.864320)
H (-3.881070, -3.867197, -2.008474)
H (-1.379958, -1.849842, -1.232741)
H (-1.441158, -0.801314, -2.719880)
C (-1.366098, -2.972326, 1.702884)
O (-1.898429, -2.647648, 0.611348)
N (-1.923215, -2.586703, 2.878239)
N (-0.259325, -3.778233, 1.543420)
H (-1.539857, -3.019391, 3.726290)
H (-2.910041, -2.316842, 2.867550)
H (-0.104631, -4.095412, 0.616454)
H (0.088371, -4.335212, 2.335920)
C (-1.256093, 1.995841, -6.855322)
O (-1.296644, 3.195796, -6.629138)
N (-2.403348, 1.354557, -7.266464)
N (-0.221568, 1.193349, -6.479219)
H (-2.508452, 0.393022, -7.561969)
H (-3.074198, 2.096513, -7.440875)
H (-0.233565, 0.310461, -6.912845)
H (0.666585, 1.638419, -6.154237)
C (1.178316, -3.652465, -3.226449)
O (1.250701, -4.300449, -2.149748)
N (1.289614, -2.299666, -3.249459)
N (0.769583, -4.236938, -4.453416)
H (1.443136, -1.959448, -2.332224)
H (1.769653, -1.784591, -4.028535)
H (0.604774, -5.276468, -4.497168)
H (0.283187, -3.632264, -5.169222)
C (-4.611029, 0.624152, -3.730350)
O (-4.844721, 1.755791, -3.333373)
N (-5.284037, -0.372726, -3.157844)
N (-3.538367, 0.249326, -4.499373)
H (-6.160742, -0.126911, -2.623760)
H (-5.217894, -1.307121, -3.472228)
H (-3.271389, 0.812552, -5.262824)
H (-3.302083, -0.780734, -4.527048)
C (5.743206, 0.101543, -0.873864)
O (4.902878, -0.421837, -0.138224)
N (5.176839, 0.900877, -1.861245)
N (7.068793, 0.200583, -0.628363)
H (5.735114, 1.288551, -2.616080)
H (4.154197, 0.733957, -1.967183)
H (7.650897, 0.672114, -1.310585)
H (7.406132, -0.416552, 0.148351)
C (-1.505701, 1.913590, -2.391899)
O (-0.573682, 1.140680, -2.281329)
N (-2.517944, 2.128411, -1.460331)
N (-1.641185, 2.792270, -3.468161)
H (-2.525340, 1.383135, -0.798401)
H (-3.420563, 2.183700, -1.907009)
H (-2.385821, 3.421888, -3.501194)
H (-1.232950, 2.697082, -4.364627)
C (4.838192, 4.030517, -3.444592)
O (5.032256, 3.785682, -4.645579)
N (3.626366, 4.373761, -2.992616)
N (5.899978, 4.101738, -2.576195)
H (3.090375, 4.766635, -3.679333)
H (3.648444, 4.909601, -2.113224)
H (6.870791, 3.831136, -2.715483)
H (5.728771, 4.186518, -1.568895)
C (4.388571, 3.928016, 0.775831)
O (4.341722, 4.588442, -0.256408)
N (4.582776, 4.479705, 2.070626)
N (4.319234, 2.573632, 0.753789)
H (4.554639, 3.994891, 2.937179)
H (4.537396, 5.492931, 2.106821)
H (4.473735, 2.211743, -0.175078)
H (4.676957, 2.095994, 1.571735)
C (4.203514, -0.214352, 4.215025)
C (5.444354, 0.758857, 4.274244)
O (6.086625, 1.001424, 2.995712)
H (3.706056, -0.380272, 5.186198)
H (4.616972, -1.122683, 3.886140)
H (3.508284, 0.248269, 3.449258)
H (6.224671, 0.473831, 4.968778)
H (5.118627, 1.719055, 4.596392)
H (6.496766, 0.167530, 2.724548)
C (0.247149, 0.041326, 1.217197)
C (1.349823, -0.664083, 0.607855)
O (1.201849, -0.774610, -0.765804)
H (0.280769, -0.212009, 2.316816)
H (-0.684816, -0.429350, 0.984756)
H (0.323416, 1.088594, 0.967190)
H (1.391153, -1.680592, 1.014367)
H (2.370569, -0.339845, 0.866003)
H (0.853131, 0.036621, -1.171032)
C (-6.002626, 3.483955, -0.022974)
C (-4.705620, 4.340134, -0.158007)
O (-3.635179, 3.876415, 0.686271)
H (-6.311294, 3.471210, 1.022051)
H (-5.856596, 2.415671, -0.282620)
H (-6.709901, 3.871056, -0.717991)
H (-4.849528, 5.376335, 0.118343)
H (-4.406604, 4.344397, -1.250421)
H (-3.122510, 3.251157, 0.171380)
C (1.405652, -5.499321, 5.593251)
C (0.738494, -4.152336, 5.985868)
C (1.224626, -3.534092, 7.331998)
O (0.294726, -2.599669, 7.924910)
C (-0.944744, -3.106752, 8.464070)
N (0.824266, -3.227166, 4.829512)
H (1.447054, -6.284564, 6.369726)
H (2.491004, -5.357177, 5.376414)
H (0.777139, -6.025117, 4.837413)
H (-0.304064, -4.438309, 6.160425)
H (2.056743, -2.889052, 7.098707)
H (1.496848, -4.357096, 7.942915)
H (-1.285412, -2.345604, 9.127034)
H (-0.880629, -4.050686, 9.007032)
H (-1.729028, -3.338361, 7.744696)
H (1.748189, -2.987888, 4.515293)
H (0.411213, -2.336714, 4.951713)
C (-5.932821, -0.893699, 0.111733)
C (-5.707839, -1.808708, 1.319312)
C (-5.664504, -3.291679, 0.907381)
O (-6.970101, -3.532574, 0.422012)
C (-7.474323, -4.881150, 0.574489)
N (-4.464279, -1.381469, 2.044647)
H (-5.284161, -1.224209, -0.783033)
H (-5.678619, 0.125226, 0.260610)
H (-6.914244, -0.955141, -0.297627)
H (-6.523233, -1.787881, 2.064109)
H (-5.570703, -3.910515, 1.752863)
H (-4.947847, -3.618499, 0.166372)
H (-8.538400, -4.934376, 0.176104)
H (-7.435338, -5.228582, 1.583858)
H (-6.856454, -5.619837, 0.053565)
H (-3.652606, -1.435779, 1.466037)
H (-4.477601, -0.454198, 2.437003)
C (-6.586318, 0.404660, 4.617505)
C (-6.369242, 1.498183, 3.588823)
C (-6.919292, 2.902777, 4.077957)
O (-6.127392, 3.396698, 5.185849)
C (-6.736516, 4.595050, 5.560987)
N (-4.929200, 1.610904, 3.308755)
H (-7.659990, 0.077993, 4.540444)
H (-6.308458, 0.783667, 5.611832)
H (-5.837124, -0.392698, 4.371063)
H (-6.856265, 1.290910, 2.713780)
H (-7.964385, 2.837090, 4.455684)
H (-6.853871, 3.571358, 3.255168)
H (-6.614745, 5.349059, 4.730775)
H (-6.188631, 5.059596, 6.322636)
H (-7.831217, 4.391399, 5.770178)
H (-4.757348, 2.422712, 2.833425)
H (-4.399033, 1.726429, 4.226585)
C (0.987618, 4.120899, 3.256414)
C (-0.241494, 4.642153, 2.492041)
C (-0.124813, 4.148049, 1.035943)
O (1.237423, 4.371012, 0.622411)
C (1.411998, 3.604488, -0.553733)
N (-1.501374, 4.006889, 2.955848)
H (1.148809, 3.034645, 3.066400)
H (0.934214, 4.170880, 4.325433)
H (1.856381, 4.611966, 2.870516)
H (-0.323863, 5.722795, 2.502625)
H (-0.828807, 4.726870, 0.350250)
H (-0.392948, 3.061202, 1.105642)
H (0.813769, 3.946086, -1.396259)
H (1.056382, 2.601382, -0.319533)
H (2.504506, 3.585903, -0.799959)
H (-1.551879, 4.203240, 3.954323)
H (-2.319369, 4.395024, 2.499163)

Atoms 1-6, force components in eV/Å:
-1.2 -0.4 0.2
0.4 -0.2 -0.3
1.6 1.6 0.1
-0.2 0.4 -0.7
-0.5 -0.4 -0.3
-0.9 -0.1 0.1

energy: -129939.83318 eV
gap between HOMO and LUMO: 0.33894 Ha
highest occupied orbital energy: -8.8957 eV
max |F|: 4.133 eV Å⁻¹
spin multiplicity: 1

Below is a molecular structure, C36H19Cl6F15GeO2SScSi, with properties calculated with ωB97M-V with the def2-TZVPD basis set.

Geometry (Å):
Sc (0.353894, 0.281573, 0.263260)
Cl (4.694080, -5.677999, 1.066357)
C (3.818487, -4.193215, 1.130815)
C (2.548260, -4.133210, 0.577569)
C (1.870675, -2.931730, 0.627008)
Cl (0.319655, -2.713630, -0.109515)
C (2.399821, -1.763694, 1.217110)
O (1.715011, -0.663842, 1.262681)
C (3.704212, -1.882564, 1.742354)
Cl (4.427472, -0.453456, 2.379794)
C (4.402364, -3.074562, 1.709206)
H (2.112344, -4.996196, 0.099844)
H (5.399325, -3.127800, 2.116649)
C (3.420577, 1.291654, -1.824514)
C (2.997586, 0.358636, -2.961716)
C (3.099924, -1.096596, -2.506514)
C (1.621080, 0.666803, -3.517999)
C (1.545671, 1.168650, -4.807635)
C (0.332851, 1.409326, -5.424625)
C (-0.834679, 1.138672, -4.737668)
C (-0.816403, 0.656599, -3.439174)
C (-2.149240, 0.365673, -2.777355)
C (-2.228084, -1.068799, -2.252155)
C (-2.491806, 1.382795, -1.685869)
C (0.425483, 0.441136, -2.792008)
O (0.471095, 0.011302, -1.538653)
H (4.487201, 1.180692, -1.633245)
H (2.885164, 1.044364, -0.901166)
H (3.217805, 2.328841, -2.081216)
H (3.708715, 0.507253, -3.784834)
H (2.364631, -1.282557, -1.724345)
H (4.089112, -1.302857, -2.102261)
H (2.909071, -1.770206, -3.338959)
H (2.462966, 1.363866, -5.349011)
H (0.292622, 1.793036, -6.433275)
H (-1.789467, 1.304514, -5.221040)
H (-2.920463, 0.468304, -3.552017)
H (-1.496524, -1.227269, -1.459331)
H (-2.029509, -1.771104, -3.058644)
H (-3.216397, -1.271813, -1.845410)
H (-1.771224, 1.334515, -0.859132)
H (-3.480880, 1.171823, -1.281585)
H (-2.483857, 2.392379, -2.091859)
F (-1.837756, -3.762035, 1.973526)
C (-0.733026, -3.874316, 2.719401)
C (-0.375910, -2.786020, 3.497325)
C (0.777680, -2.887729, 4.250545)
F (1.166572, -1.856506, 5.016687)
C (1.552454, -4.042912, 4.247798)
F (2.654683, -4.122636, 5.003881)
C (1.172910, -5.121540, 3.455639)
F (1.918581, -6.228201, 3.435817)
C (0.007663, -5.047816, 2.695461)
F (-0.374035, -6.092803, 1.955365)
Ge (-1.477647, -1.110484, 3.297795)
S (-1.888438, -0.360389, 1.362902)
C (-0.640788, 0.167014, 4.605719)
C (0.234655, 1.126594, 4.144102)
F (0.532810, 1.126581, 2.823616)
C (0.818585, 2.081756, 4.963165)
F (1.662583, 2.986134, 4.473744)
C (0.498942, 2.071483, 6.318381)
F (1.037490, 2.970623, 7.145126)
C (-0.380188, 1.113297, 6.816471)
F (-0.687859, 1.107569, 8.119480)
C (-0.931849, 0.174341, 5.956433)
F (-1.763013, -0.760619, 6.446028)
C (-3.269785, -1.407006, 4.157304)
C (-4.025280, -0.260890, 4.332992)
F (-3.439278, 0.918871, 4.074247)
C (-5.337869, -0.287511, 4.780138)
F (-6.034746, 0.841667, 4.948250)
C (-5.929072, -1.517145, 5.053369)
F (-7.200001, -1.575588, 5.464531)
C (-5.186996, -2.684382, 4.908205)
F (-5.752530, -3.864639, 5.190655)
C (-3.869825, -2.611706, 4.464815)
F (-3.158382, -3.741352, 4.347984)
Cl (0.350977, 3.907942, -1.726570)
Si (0.645719, 3.020646, 0.189288)
Cl (-0.832016, 4.112123, 1.304651)
Cl (2.368548, 4.088379, 0.788348)

Atoms 1-6, force components in eV/Å:
-0.7 0.0 1.8
0.2 -0.3 0.0
-0.2 0.4 0.0
0.1 0.1 0.0
0.2 0.5 0.1
0.0 -0.6 -0.1

energy: -253572.27076 eV
gap between HOMO and LUMO: 0.29641 Ha
highest occupied orbital energy: -6.0685 eV
net charge: -1
max |F|: 1.936 eV Å⁻¹
spin multiplicity: 1